1.
C38H63KN6O6PSSi | wB97M-V/def2-TZVPD

Each line ends with the Mulliken charge.
Positions of all 117 atoms, in Å:
K (0.03822, 0.21358, 0.32968)  1.38
O (-4.57904, -2.24088, 5.75973)  -0.74
C (-3.66737, -2.93696, 5.27829)  0.50
O (-3.35961, -4.12667, 5.47487)  -0.74
C (-2.70463, -2.17381, 4.32841)  -1.01
C (-2.90496, -0.83567, 4.03093)  -0.87
C (-2.02063, -0.18829, 3.17701)  0.57
N (-0.97629, -0.80670, 2.62046)  0.40
C (-0.78956, -2.10320, 2.88500)  1.27
C (-1.63008, -2.81402, 3.73441)  -1.19
C (0.34578, -2.79800, 2.18995)  -0.31
C (0.78535, -4.05498, 2.61300)  -0.97
C (1.77470, -4.69937, 1.89382)  -0.81
C (2.31290, -4.08120, 0.77584)  -0.88
C (1.84113, -2.82088, 0.44615)  -0.76
N (0.88900, -2.19922, 1.12970)  1.37
C (-2.25104, 1.24837, 2.81910)  0.23
C (-2.93612, 2.09140, 3.69580)  -0.95
C (-3.16366, 3.40632, 3.33191)  -0.68
C (-2.71565, 3.85071, 2.09837)  -0.99
C (-2.05245, 2.94357, 1.28710)  -0.19
N (-1.82298, 1.68234, 1.63200)  0.49
H (-3.77007, -0.35936, 4.47168)  0.63
H (-1.51143, -3.86649, 3.94883)  0.55
H (0.35394, -4.51913, 3.48670)  0.51
H (2.11819, -5.67782, 2.20530)  0.45
H (3.07934, -4.55177, 0.17533)  0.52
H (2.23404, -2.28649, -0.41396)  0.32
H (-3.26783, 1.71953, 4.65410)  0.50
H (-3.68527, 4.07362, 4.00636)  0.41
H (-2.86624, 4.86757, 1.76334)  0.44
H (-1.68542, 3.24317, 0.30930)  0.46
N (2.55319, 1.03269, -1.12491)  -0.33
N (1.71921, 1.25839, -2.24597)  0.23
C (1.41559, 2.50556, -2.64411)  0.45
N (0.43651, 2.55613, -3.57214)  -0.18
S (2.16488, 3.89032, -2.04897)  -0.47
H (2.71514, 1.93242, -0.67249)  -0.13
H (3.44512, 0.72388, -1.49419)  0.21
H (0.92640, 0.58422, -2.25188)  -0.31
H (-0.12899, 1.73140, -3.75732)  -0.26
H (0.07229, 3.46383, -3.79180)  0.22
C (-4.07328, 1.03643, -4.27673)  -1.72
C (-3.89002, 0.47072, -2.87008)  2.19
C (-5.22562, -0.02240, -2.31716)  -1.94
C (-3.30775, 1.52260, -1.93212)  -1.56
O (-3.05698, -0.68331, -2.95114)  0.76
Si (-1.40897, -0.81776, -3.05046)  -3.05
O (-0.64073, -0.03772, -1.92902)  1.72
O (-0.96659, -0.21035, -4.53663)  0.34
C (-0.26517, -0.76655, -5.64960)  1.83
C (-0.07848, 0.37781, -6.64431)  -1.78
C (1.09796, -1.29781, -5.20998)  -1.42
C (-1.11133, -1.87155, -6.27541)  -1.59
O (-1.14970, -2.44290, -3.12358)  0.00
C (-1.72501, -3.49023, -2.33830)  1.98
C (-2.08264, -3.02061, -0.93564)  -1.38
C (-2.96643, -3.98790, -3.07086)  -1.82
C (-0.65917, -4.58110, -2.26258)  -1.79
H (-4.73978, 1.90305, -4.26895)  0.43
H (-4.50602, 0.27422, -4.92747)  0.37
H (-3.11195, 1.33642, -4.69405)  0.19
H (-5.95691, 0.78741, -2.26844)  0.42
H (-5.08955, -0.42657, -1.31314)  0.35
H (-5.62239, -0.81258, -2.95671)  0.41
H (-4.01055, 2.35367, -1.81613)  0.61
H (-2.36470, 1.92303, -2.30332)  0.06
H (-3.11635, 1.08846, -0.95045)  0.30
H (0.49579, 1.18467, -6.18658)  0.36
H (-1.05085, 0.77162, -6.94719)  0.35
H (0.45099, 0.04038, -7.53764)  0.36
H (1.69239, -0.49168, -4.77615)  0.30
H (1.64624, -1.70262, -6.06522)  0.51
H (0.97750, -2.08870, -4.47256)  0.11
H (-2.09440, -1.47808, -6.53997)  0.27
H (-1.23902, -2.69541, -5.57557)  0.08
H (-0.63884, -2.25464, -7.18385)  0.54
H (-2.89440, -2.29402, -0.95654)  0.04
H (-1.22175, -2.56951, -0.44091)  0.07
H (-2.41002, -3.87079, -0.33206)  0.71
H (-3.68609, -3.17685, -3.16975)  0.09
H (-3.43711, -4.81210, -2.52775)  0.48
H (-2.69720, -4.34239, -4.06825)  0.33
H (0.22446, -4.19969, -1.74860)  0.30
H (-0.36925, -4.88453, -3.27056)  0.35
H (-1.02160, -5.45740, -1.72097)  0.42
C (4.31371, 4.15947, 1.61923)  -1.56
C (4.60334, 2.85673, 2.37067)  0.54
C (5.65742, 2.06375, 1.60298)  -1.51
P (3.01533, 1.90356, 2.49861)  0.74
C (2.01437, 2.82185, 3.79223)  0.43
C (0.85795, 3.57520, 3.14116)  -1.12
C (2.76746, 3.72854, 4.76701)  -1.72
C (3.40786, 0.33589, 3.41708)  0.57
C (4.30097, 0.44597, 4.64850)  -1.61
C (3.89846, -0.75701, 2.47115)  -1.35
H (5.19676, 4.80335, 1.61133)  0.43
H (3.49467, 4.72660, 2.05761)  0.31
H (4.03489, 3.94747, 0.58376)  0.25
H (5.00791, 3.08790, 3.36181)  0.56
H (5.26844, 1.72331, 0.64064)  0.18
H (6.00495, 1.19100, 2.15655)  0.28
H (6.52743, 2.69391, 1.40000)  0.48
H (1.57702, 2.00296, 4.37622)  0.41
H (1.21459, 4.36487, 2.47496)  0.23
H (0.22427, 4.03844, 3.90236)  0.50
H (0.23469, 2.91036, 2.54368)  0.03
H (3.18389, 4.59973, 4.26192)  0.27
H (3.58880, 3.22062, 5.27221)  0.33
H (2.08464, 4.10130, 5.53474)  0.45
H (2.40637, 0.03078, 3.74896)  0.14
H (5.30067, 0.80195, 4.38708)  0.22
H (4.41881, -0.53186, 5.12301)  0.48
H (3.89168, 1.12528, 5.39706)  0.32
H (4.93270, -0.59543, 2.15976)  0.25
H (3.28676, -0.80528, 1.57144)  0.05
H (3.85285, -1.73204, 2.96389)  0.49

Force components x, y, z for each atom (eV/Å):
0.5 0.4 0.3
-0.1 0.0 -0.1
0.2 0.1 0.4
-0.1 0.0 -0.1
-0.1 0.0 -0.1
0.0 -0.1 0.1
-0.1 0.0 0.0
0.0 0.0 0.0
0.0 -0.1 0.0
0.0 0.0 0.0
-0.1 -0.1 0.1
0.0 0.1 0.0
0.0 0.0 0.0
0.0 0.1 0.0
0.0 -0.2 0.0
-0.1 0.0 0.1
-0.1 0.0 0.1
0.1 0.0 0.0
0.0 0.0 0.0
0.0 0.0 -0.1
-0.1 0.2 0.0
0.0 -0.1 0.1
0.0 0.0 0.0
0.0 0.0 0.0
0.0 0.0 0.0
0.0 0.0 0.0
0.0 0.0 0.0
0.0 0.0 0.0
0.0 0.0 0.0
0.0 0.0 0.0
0.0 0.0 0.0
0.0 0.0 0.0
0.0 -0.1 -0.2
0.0 -0.2 0.3
-0.1 0.0 0.0
0.0 -0.1 0.0
0.1 0.1 0.0
0.0 0.1 0.0
0.2 0.0 0.1
-0.3 0.1 -0.2
0.1 0.0 0.0
0.0 0.0 0.0
-0.1 0.0 0.0
0.0 -0.1 0.0
0.0 0.0 -0.1
0.0 0.1 0.1
-0.1 0.1 0.0
-0.2 0.0 -0.1
0.2 0.0 -0.5
0.2 0.1 -0.2
-0.1 0.0 0.0
-0.1 0.0 0.0
0.0 0.0 -0.1
0.0 0.0 -0.1
0.0 -0.1 0.0
0.1 0.0 -0.1
-0.1 0.0 0.2
0.0 -0.2 0.1
0.0 0.0 0.0
0.0 0.0 0.0
0.0 0.0 0.0
0.0 0.0 0.0
0.0 0.0 0.0
0.0 0.0 0.0
0.0 0.0 0.0
0.0 -0.1 0.0
0.1 0.0 0.0
0.0 0.0 0.0
0.0 0.0 0.0
0.0 0.0 0.0
0.0 0.0 0.0
0.0 0.0 0.1
0.0 0.0 0.0
0.0 0.0 0.1
0.0 0.0 0.0
0.0 0.0 0.0
0.0 0.0 0.0
0.0 0.1 0.0
0.0 0.0 -0.1
0.0 0.0 0.0
0.0 0.0 0.0
0.0 0.0 0.0
0.0 0.0 0.0
0.0 0.0 0.0
0.0 0.0 0.0
0.0 0.0 0.0
0.0 0.0 0.0
0.0 0.1 0.1
0.1 -0.1 0.0
-0.2 0.0 -0.2
0.1 -0.1 0.2
0.0 0.1 -0.1
0.0 0.0 0.0
0.0 0.0 0.1
0.0 0.1 0.1
0.1 -0.1 -0.1
0.0 0.0 0.0
0.0 0.0 0.1
0.0 0.0 0.0
-0.1 0.0 0.0
0.0 0.0 0.0
0.0 0.0 0.0
0.0 0.0 0.0
0.0 0.0 0.0
0.0 0.0 0.0
0.0 0.0 0.0
0.1 0.0 0.1
0.0 0.1 -0.1
0.0 0.0 0.0
0.0 0.0 0.0
0.0 0.0 0.0
0.0 0.0 0.0
0.0 0.0 0.0
0.0 0.0 0.0
0.0 0.0 0.0
0.0 0.0 0.0
0.0 0.0 0.0

For the largest force on an atom, the calculation gives 0.661 eV Å⁻¹. As for the frontier orbital gap: 7.577 eV. The spin multiplicity is 1. Its net charge is -1.

2.
C38H64BF3N2O27PS5 | wB97M-V/def2-TZVPD

Each line ends with the Mulliken charge.
Positions of all 141 atoms, in Å:
C (5.57203, -1.75316, 2.82623)  -0.74
C (5.33586, -0.95662, 1.38179)  -0.38
O (3.91203, -0.95973, 1.01754)  -0.33
P (3.41942, -2.43222, 0.23358)  0.91
O (4.49063, -2.83858, -0.85504)  -0.74
C (1.71274, -2.28052, -0.69514)  -0.45
C (0.96567, -0.98294, -0.03136)  -0.20
C (-0.38538, -0.47263, -0.79677)  0.02
C (-1.75784, -1.26986, -0.46554)  -1.32
C (-1.91382, -1.46151, 1.20138)  0.58
C (-1.77505, -0.06865, 1.96831)  -0.36
C (-2.79559, 0.33300, 3.15820)  1.00
C (-2.87292, 2.00658, 3.15427)  -0.68
C (-2.12614, -0.02496, 4.64901)  -0.86
C (-3.20940, -2.43587, 1.12618)  0.21
B (-4.06424, -2.92507, 2.43112)  1.22
O (-3.76339, -2.66486, 3.85362)  -0.52
O (-5.27075, -3.79247, 2.18219)  -0.51
C (-4.82730, -5.19426, 2.23258)  -0.69
C (-4.01286, -1.85746, -0.22744)  -0.25
C (-5.62002, -1.68343, -0.21373)  -1.10
C (-6.24824, -0.56469, 0.79418)  0.15
C (-7.78645, -0.83166, 1.28880)  0.65
F (-8.80064, 0.08309, 0.68597)  -0.26
F (-8.26886, -2.22247, 1.14391)  -0.24
F (-7.81940, -0.53336, 2.76994)  -0.29
N (-3.10705, -0.86677, -1.00889)  1.13
C (-3.57493, 0.58623, -0.91277)  0.49
C (-2.75188, 1.64424, -1.87501)  -0.15
O (-2.73458, 1.58238, -3.23650)  -0.55
C (-1.90737, 2.95958, -1.27533)  0.38
C (-2.38706, 3.87658, -0.00626)  -0.10
C (-1.34273, 5.10547, 0.43918)  -0.57
C (0.09958, 5.38524, -0.35398)  -0.31
C (0.57205, 4.45404, -1.65147)  -0.51
C (-0.46454, 3.24409, -2.07320)  -0.43
O (-3.50908, -1.17483, -2.24451)  -0.23
C (-2.47385, -1.61772, -3.15615)  0.61
N (-1.54710, -2.12925, -3.93156)  -0.50
O (3.38878, -3.68918, 1.45384)  -0.47
C (2.31797, -3.46899, 2.43900)  -0.15
C (1.01306, -4.41424, 2.05744)  -0.55
H (6.53589, -1.34950, 3.35373)  0.37
H (4.67126, -1.55132, 3.54578)  0.18
H (5.74084, -2.87698, 2.54581)  0.19
H (6.06976, -1.29476, 0.53575)  0.29
H (5.61153, 0.17972, 1.62233)  0.23
H (2.01708, -2.00691, -1.81602)  0.35
H (1.09708, -3.27572, -0.68010)  0.29
H (0.85527, -1.18985, 1.11424)  -0.33
H (1.74223, -0.07920, -0.11807)  0.48
H (-0.44956, 0.69751, -0.59739)  -0.21
H (-0.17450, -0.56594, -1.96822)  0.47
H (-1.44433, -2.39670, -0.71439)  0.28
H (-1.02963, -2.17486, 1.57675)  -0.09
H (-1.75713, 0.85956, 1.21539)  -0.33
H (-0.68071, -0.04278, 2.45271)  0.27
H (-3.90410, -0.01135, 3.05520)  -0.44
H (-3.16249, 2.44001, 4.20163)  0.03
H (-1.78845, 2.35690, 2.86719)  0.28
H (-3.58671, 2.31877, 2.27772)  0.12
H (-3.00042, 0.07413, 5.42995)  0.13
H (-1.74866, -1.15080, 4.54443)  0.22
H (-1.21733, 0.69086, 4.84462)  0.28
H (-2.72426, -3.46251, 0.73679)  -0.07
H (-4.16132, -3.40955, 4.42937)  0.28
H (-4.05632, -5.28670, 3.12716)  0.24
H (-4.26867, -5.47608, 1.21734)  0.17
H (-5.69175, -5.96748, 2.45931)  0.25
H (-3.88015, -2.81110, -0.93911)  0.27
H (-6.09032, -2.77252, -0.07618)  0.44
H (-5.94908, -1.36421, -1.31665)  0.49
H (-5.60093, -0.38993, 1.75151)  -0.36
H (-6.27148, 0.46225, 0.18499)  0.29
H (-4.69289, 0.65851, -1.33198)  0.37
H (-3.67995, 0.96204, 0.21578)  0.01
H (-3.39109, 3.67265, 0.55884)  0.38
H (-1.54554, 5.82332, 1.35949)  0.38
H (0.85896, 6.23727, -0.04649)  0.34
H (1.58389, 4.58985, -2.22632)  0.31
H (-0.14793, 2.55874, -2.97670)  0.31
H (2.69278, -3.86168, 3.50077)  0.36
H (2.06735, -2.33130, 2.55375)  0.20
H (1.43793, -5.40692, 1.60633)  0.34
H (0.29800, -3.94162, 1.26143)  -0.16
H (0.36962, -4.60135, 3.03270)  0.32
C (-4.09400, 3.02345, 7.63556)  -0.24
C (-3.16009, 3.30985, 8.80837)  -0.40
O (-1.84347, 3.20067, 8.27229)  -0.32
S (-1.86563, 3.67557, 6.71203)  1.01
O (-1.43626, 5.05522, 6.65417)  -0.56
O (-1.27238, 2.63222, 5.90837)  -0.51
O (-3.48192, 3.63684, 6.50229)  -0.29
H (-4.16666, 1.94817, 7.44306)  0.22
H (-5.09532, 3.43203, 7.79588)  0.32
H (-3.30000, 2.60734, 9.63341)  0.33
H (-3.29128, 4.33313, 9.17582)  0.30
C (-0.82591, -3.07593, -7.35539)  -0.19
C (-0.03625, -1.99324, -8.08610)  -0.37
O (0.29091, -2.56050, -9.35258)  -0.30
S (-0.90294, -3.57685, -9.80222)  1.10
O (-1.78591, -2.86643, -10.70043)  -0.54
O (-0.31621, -4.85689, -10.12417)  -0.53
O (-1.63885, -3.69307, -8.35211)  -0.31
H (-0.15858, -3.83810, -6.94026)  0.31
H (-1.44861, -2.66454, -6.55647)  0.15
H (0.86932, -1.70329, -7.54792)  0.34
H (-0.65399, -1.10638, -8.26277)  0.30
C (8.69661, 0.73341, -1.07615)  -0.27
C (9.46508, 1.87463, -0.41525)  -0.35
O (9.11378, 1.81093, 0.96508)  -0.32
S (8.84402, 0.25459, 1.37188)  1.07
O (10.04850, -0.26886, 1.97715)  -0.56
O (7.54532, 0.16440, 1.99770)  -0.48
O (8.73397, -0.34319, -0.14089)  -0.30
H (7.64908, 1.00635, -1.23965)  0.24
H (9.14499, 0.42929, -2.02575)  0.33
H (9.20534, 2.84951, -0.83466)  0.31
H (10.54629, 1.72038, -0.49598)  0.30
C (0.69738, 7.39384, 5.98707)  -0.12
C (2.02703, 6.93888, 5.39146)  -0.35
O (1.88120, 7.10472, 3.98291)  -0.32
S (0.89873, 8.37513, 3.69789)  1.05
O (1.72361, 9.53280, 3.43237)  -0.54
O (-0.16076, 7.94448, 2.81561)  -0.47
O (0.29378, 8.51675, 5.20516)  -0.31
H (-0.06648, 6.61613, 5.88590)  0.22
H (0.79126, 7.67579, 7.03920)  0.31
H (2.25876, 5.89938, 5.63540)  0.31
H (2.84849, 7.58229, 5.72396)  0.31
C (3.50004, -3.93899, -11.89542)  -0.35
C (3.24540, -2.72062, -11.01200)  0.19
O (4.39301, -2.62256, -10.17167)  -0.30
S (5.69617, -3.16472, -10.98914)  1.10
O (6.39049, -2.02224, -11.54030)  -0.54
O (6.35113, -4.17268, -10.18824)  -0.53
O (4.89333, -3.90451, -12.19995)  -0.31
H (3.29245, -4.86809, -11.35484)  0.33
H (2.90816, -3.91361, -12.81428)  0.32
H (2.33690, -2.82253, -10.41366)  -0.12
H (3.18592, -1.80541, -11.61049)  0.28

Force components x, y, z for each atom (eV/Å):
0.4 0.0 -1.0
1.7 1.5 2.1
-1.2 -3.1 -1.4
4.9 -1.9 -2.4
-3.7 1.3 3.7
-0.2 1.5 0.0
0.6 0.2 -0.1
0.2 1.5 -1.5
4.9 -1.8 2.4
0.4 -1.0 -1.0
0.4 1.2 0.4
0.7 2.1 1.3
0.7 -1.0 -0.7
-0.6 -1.1 -1.6
0.8 0.8 -0.8
-2.1 -0.9 2.3
-0.8 -2.2 -2.8
2.9 0.3 0.2
1.0 -1.0 0.3
-1.3 -4.7 1.0
-0.8 0.3 -1.2
-0.3 0.7 -0.6
-1.8 -0.1 1.9
3.4 -3.2 1.8
1.6 4.7 0.3
-0.1 -1.0 -4.6
-0.7 0.8 4.3
-1.5 2.8 0.5
1.8 2.3 -5.7
-0.5 -0.8 8.6
1.7 1.4 1.0
4.5 0.7 -2.2
1.4 -1.8 -2.7
-1.9 -3.1 -1.7
-4.8 -1.3 2.6
-0.2 2.4 2.4
3.0 -2.1 -7.4
5.8 -3.4 -4.3
-8.6 4.8 7.2
-1.7 3.1 -1.2
-0.9 -0.9 1.2
0.2 0.3 0.3
-1.9 -0.8 -1.2
1.6 -0.6 -1.5
-0.6 2.0 1.0
-1.8 0.3 1.5
-1.3 -2.6 -0.9
-0.5 -0.8 2.6
1.4 1.9 0.1
-0.2 0.6 -2.2
-1.8 -2.0 0.2
-0.2 -2.5 -0.3
-0.4 0.2 2.5
-1.6 2.4 -0.3
-1.9 1.7 -1.2
-0.1 -2.2 1.4
-2.4 -0.1 -1.1
2.2 0.1 0.2
0.3 -0.9 -2.3
-2.1 -0.4 0.7
1.2 -0.3 1.8
2.1 -0.2 -1.3
-0.9 2.4 0.7
-2.0 -1.5 -0.3
-1.2 2.1 0.9
0.6 1.9 -1.4
-1.4 -0.2 -1.8
-1.3 0.4 2.2
1.6 2.0 -0.7
-0.5 2.3 1.5
1.3 2.5 0.1
0.7 -0.8 2.3
-1.4 -0.5 -1.7
-0.2 -2.2 1.6
2.6 -0.7 0.7
0.8 -1.0 -2.5
2.2 0.6 -1.2
0.3 -1.8 -2.2
-2.1 -1.9 -0.4
-2.3 -0.2 1.3
-1.0 1.4 2.1
-0.6 1.0 -2.4
0.4 -2.1 -0.2
-0.9 1.8 1.0
1.4 -0.7 1.4
1.4 0.2 -2.0
-0.2 -0.6 0.6
-0.7 0.5 0.2
0.1 -0.1 -1.4
0.1 0.2 0.3
-0.4 -1.9 -0.3
-0.4 1.7 1.0
1.1 0.4 0.1
0.0 0.1 0.1
0.3 0.1 -0.2
0.3 0.0 -0.2
-0.1 -0.1 0.0
0.6 0.0 0.4
-0.5 0.5 0.4
-0.5 -0.9 -0.1
-0.5 -0.2 -0.6
1.2 -1.2 1.1
-0.7 1.8 0.2
0.4 0.4 -1.0
0.0 0.1 0.0
0.0 -0.1 -0.3
0.0 -0.2 -0.3
0.1 -0.1 0.1
-0.3 0.6 -0.4
0.5 -0.2 -0.6
-0.7 -0.9 0.3
0.8 -0.1 0.2
-2.0 0.5 -0.6
2.5 0.5 -0.4
0.3 0.4 1.1
0.1 0.0 0.0
0.0 -0.2 0.3
-0.1 -0.1 0.3
-0.1 0.0 -0.1
-0.1 -0.9 0.2
0.2 0.3 0.8
-1.0 0.5 -0.4
0.3 0.5 0.1
-1.4 -1.5 0.1
1.3 0.5 0.7
0.7 0.2 -1.1
0.2 0.1 0.1
0.0 0.2 -0.3
-0.1 0.1 -0.3
-0.1 -0.1 0.0
-0.6 -0.2 0.4
-0.4 0.2 -0.6
0.8 -0.7 -0.2
0.5 0.1 -0.1
-0.7 -1.6 0.8
-0.7 1.5 -0.9
0.5 0.8 0.6
-0.1 0.1 0.0
0.3 0.0 0.1
0.4 0.0 0.0
-0.1 -0.1 0.0

For the largest force on an atom, the calculation gives 12.199 eV Å⁻¹. As for the frontier orbital gap: 7.332 eV. The spin multiplicity is 1. Its net charge is +1.